The following is a DFT calculation (wB97M-V/def2-TZVPD) of a cluster of 11 separate species, C51H105FN2O18 in total at a distorted geometry.

- HOMO-LUMO gap (eV) = 7.9
- calculated total energy (eV) = -97136.8453
- SMILES = CCCCCCCCCCC1=CC(=O)c2c(OCCNC[C@@H](C)O)c(OCCOCC)cc(C(=O)NC(=O)F)c2C1=O.CCO.CCO.CCO.CCO.CCO.CCO.CCO.CCO.CCO.CCO

Structure (ORCA input):
```
! wB97M-V def2-TZVPD RIJCOSX def2/J DEFGRID3
* xyz 0 1
C -5.036 0.856 1.677
C -6.167 0.507 0.662
C -5.524 0.122 -0.717
C -5.313 1.364 -1.625
C -3.899 1.277 -2.299
C -3.968 1.643 -3.800
C -2.650 2.202 -4.393
C -1.351 1.508 -3.902
C -1.414 -0.044 -3.903
C 0.037 -0.617 -4.147
C 0.799 -1.004 -2.884
C 1.459 -0.091 -2.194
C 2.222 -0.533 -0.958
O 3.133 0.156 -0.620
C 1.848 -1.825 -0.262
C 2.147 -2.137 1.042
O 2.789 -1.277 1.884
C 1.904 -0.197 2.240
C 2.039 0.162 3.743
N 2.299 1.553 4.058
C 1.219 2.436 3.624
C 0.444 3.039 4.797
C -0.121 1.935 5.727
O 1.156 4.033 5.504
C 1.814 -3.378 1.606
O 2.186 -3.573 2.863
C 1.647 -4.774 3.441
C 2.096 -4.978 4.905
O 2.496 -6.331 5.054
C 1.462 -7.155 5.564
C 0.551 -7.793 4.482
C 1.167 -4.287 0.814
C 0.842 -3.958 -0.472
C 0.090 -5.015 -1.273
O 0.623 -5.911 -1.791
N -1.383 -4.871 -1.313
C -1.855 -4.656 0.003
O -2.020 -5.530 0.756
F -2.081 -3.396 0.407
C 1.153 -2.769 -1.044
C 0.799 -2.443 -2.441
O 0.485 -3.268 -3.251
H -5.309 0.472 2.666
H -4.853 1.937 1.702
H -4.093 0.359 1.417
H -6.809 1.367 0.451
H -6.706 -0.368 1.032
H -4.588 -0.394 -0.466
H -6.164 -0.652 -1.187
H -5.411 2.302 -1.069
H -6.063 1.289 -2.422
H -3.187 1.894 -1.740
H -3.617 0.222 -2.234
H -4.348 0.814 -4.411
H -4.718 2.444 -3.893
H -2.590 3.280 -4.134
H -2.727 2.156 -5.487
H -1.020 1.939 -2.948
H -0.567 1.783 -4.625
H -1.714 -0.410 -2.914
H -2.099 -0.434 -4.660
H 0.613 0.081 -4.757
H -0.117 -1.543 -4.718
H 1.492 0.945 -2.512
H 0.874 -0.551 2.082
H 1.997 0.711 1.634
H 2.864 -0.459 4.125
H 1.146 -0.156 4.294
H 3.142 1.825 3.569
H 0.488 1.986 2.934
H 1.679 3.272 3.074
H -0.450 3.518 4.357
H 0.657 1.251 6.069
H -0.905 1.396 5.176
H -0.621 2.454 6.546
H 0.616 4.827 5.433
H 2.044 -5.621 2.870
H 0.552 -4.714 3.397
H 2.940 -4.346 5.197
H 1.247 -4.720 5.550
H 1.957 -7.976 6.095
H 0.838 -6.650 6.314
H -0.482 -7.428 4.527
H 0.479 -8.870 4.680
H 0.951 -7.704 3.469
H 0.900 -5.269 1.179
H -1.514 -3.963 -1.773
C -3.294 6.218 -0.693
C -2.282 5.648 -1.671
O -2.905 5.479 -2.939
H -4.156 5.553 -0.607
H -2.861 6.359 0.296
H -3.666 7.182 -1.051
H -1.919 4.674 -1.339
H -1.423 6.315 -1.774
H -3.218 6.344 -3.216
C -3.208 -9.124 -3.426
C -3.309 -7.632 -3.689
O -3.345 -6.905 -2.466
H -4.056 -9.464 -2.829
H -3.188 -9.687 -4.361
H -2.302 -9.355 -2.860
H -4.223 -7.402 -4.235
H -2.455 -7.286 -4.281
H -2.533 -7.097 -1.987
C -9.844 -1.819 -2.285
C -8.478 -2.427 -2.024
O -7.934 -1.940 -0.798
H -9.776 -0.731 -2.327
H -10.260 -2.182 -3.227
H -10.538 -2.067 -1.478
H -7.784 -2.160 -2.819
H -8.545 -3.518 -1.973
H -8.542 -2.183 -0.093
C 0.735 7.667 0.662
C 1.746 7.110 -0.324
O 1.152 6.951 -1.614
H -0.129 7.005 0.739
H 1.176 7.784 1.653
H 0.366 8.640 0.327
H 2.096 6.130 0.001
H 2.610 7.773 -0.412
H 0.852 7.817 -1.905
C 2.595 -3.267 -6.932
C 3.396 -4.002 -5.873
O 3.570 -3.190 -4.716
H 3.097 -2.340 -7.214
H 2.466 -3.883 -7.824
H 1.608 -2.995 -6.548
H 4.387 -4.255 -6.248
H 2.891 -4.929 -5.581
H 2.695 -2.977 -4.381
C -6.499 6.699 2.440
C -5.132 6.397 3.022
O -4.111 7.085 2.295
H -6.540 6.404 1.390
H -7.281 6.169 2.985
H -6.708 7.771 2.481
H -4.917 5.333 2.960
H -5.082 6.699 4.073
H -4.296 8.029 2.357
C 5.644 5.214 -0.766
C 5.549 6.624 -1.317
O 5.359 7.569 -0.264
H 4.739 4.958 -0.212
H 5.782 4.488 -1.569
H 6.483 5.129 -0.069
H 4.700 6.711 -1.995
H 6.459 6.888 -1.866
H 6.113 7.502 0.330
C 0.119 -9.664 -0.756
C -0.755 -10.394 0.247
O -0.752 -9.722 1.505
H 1.143 -9.591 -0.389
H 0.126 -10.178 -1.718
H -0.240 -8.642 -0.907
H -0.384 -11.404 0.413
H -1.787 -10.461 -0.114
H -1.091 -8.833 1.361
C 6.986 3.446 2.898
C 6.648 4.592 3.832
O 6.604 5.822 3.112
H 7.949 3.619 2.414
H 7.029 2.500 3.439
H 6.239 3.363 2.105
H 7.404 4.689 4.610
H 5.678 4.428 4.313
H 5.926 5.732 2.434
C 10.474 4.166 -0.204
C 11.144 3.569 1.020
O 11.145 4.507 2.094
H 10.990 5.075 -0.514
H 10.475 3.459 -1.036
H 9.440 4.443 0.019
H 12.179 3.313 0.802
H 10.625 2.660 1.344
H 10.229 4.726 2.292
*
```

=====

The following is a DFT calculation (wB97M-V/def2-TZVPD) of a structure of composition C51H107BBrIO18S at a distorted geometry.

- HOMO-LUMO gap (eV) = 7.3
- calculated total energy (eV) = -181111.6619

Structure (ORCA input):
```
! wB97M-V def2-TZVPD RIJCOSX def2/J DEFGRID3
* xyz 0 1
C 3.040 -0.096 2.527
C 2.142 -0.384 1.603
C 1.023 -0.589 0.483
C 0.869 -2.234 0.369
C -0.625 -2.761 0.655
C -1.025 -2.762 2.242
O -0.302 -2.276 3.160
O -2.288 -3.411 2.583
O 1.640 -0.233 -0.811
C 0.634 -0.152 -1.857
C 1.395 -0.590 -3.249
C 2.991 -0.200 -3.152
C 1.357 -2.189 -3.512
C -0.131 -2.799 -3.706
C -1.241 -1.711 -4.176
C -0.174 -4.016 -4.792
O -0.280 -0.097 0.704
C -0.478 1.181 1.294
I -0.443 1.192 3.525
B 0.311 2.468 0.655
C 1.439 3.215 1.598
O 0.082 3.042 -0.652
C -2.072 1.538 0.986
S -2.329 3.220 1.834
O -2.877 0.484 1.567
C -4.070 0.194 0.769
Br -3.604 -0.675 -1.011
C -4.951 1.491 0.393
C -5.618 2.084 1.751
C -6.971 2.669 1.722
C -4.868 -0.948 1.600
C -6.415 -1.142 1.197
C -6.648 -2.154 -0.078
C -6.079 -3.641 0.219
C -5.160 -4.223 -0.975
C -5.976 -5.025 -2.118
C -7.006 -4.102 -2.975
H 3.978 0.236 3.118
H 1.211 -2.621 -0.669
H 1.571 -2.756 1.140
H -0.632 -3.894 0.361
H -1.444 -2.277 -0.005
H -2.660 -3.755 1.729
H 0.216 0.901 -2.053
H -0.251 -0.876 -1.742
H 0.989 0.017 -4.139
H 3.493 -0.181 -4.201
H 3.551 -0.958 -2.468
H 3.078 0.862 -2.721
H 1.925 -2.374 -4.515
H 1.929 -2.807 -2.716
H -0.436 -3.262 -2.683
H -1.784 -1.264 -3.242
H -2.066 -2.293 -4.751
H -0.838 -0.881 -4.859
H -0.713 -4.936 -4.330
H -0.767 -3.703 -5.748
H 0.899 -4.257 -5.135
H 0.817 3.824 2.379
H 2.079 2.482 2.208
H 2.051 4.007 1.014
H 0.821 3.692 -0.794
H -2.253 1.744 -0.130
H -3.239 3.085 2.876
H -5.854 1.122 -0.251
H -4.416 2.281 -0.245
H -5.115 2.044 2.786
H -7.190 3.792 1.820
H -7.893 1.957 1.658
H -4.848 -0.686 2.738
H -4.298 -1.947 1.504
H -7.019 -0.175 1.058
H -6.918 -1.699 2.094
H -6.321 -1.698 -1.079
H -7.811 -2.264 -0.145
H -5.566 -3.689 1.265
H -6.993 -4.364 0.306
H -4.512 -3.421 -1.488
H -4.422 -4.986 -0.483
H -5.179 -5.401 -2.880
H -6.472 -5.980 -1.681
H -6.672 -3.006 -3.062
H -8.067 -4.232 -2.554
H -6.981 -4.529 -4.062
C -9.240 6.014 3.232
O -7.996 5.671 3.832
C -7.453 6.737 4.610
C -7.755 6.557 6.098
O -9.155 6.636 6.362
C -9.758 5.353 6.481
H -9.742 5.090 2.935
H -9.896 6.561 3.915
H -9.058 6.619 2.337
H -7.819 7.705 4.246
H -6.369 6.713 4.468
H -7.278 7.373 6.651
H -7.342 5.614 6.472
H -9.557 4.948 7.479
H -9.398 4.651 5.725
H -10.836 5.470 6.360
C -12.391 10.638 9.503
O -13.156 9.720 8.733
C -13.689 10.311 7.549
C -12.831 9.993 6.324
O -11.533 10.576 6.429
C -10.554 9.644 6.875
H -11.764 10.067 10.192
H -11.743 11.264 8.883
H -13.065 11.275 10.086
H -13.807 11.394 7.679
H -14.684 9.882 7.400
H -13.308 10.429 5.441
H -12.760 8.911 6.166
H -10.242 9.014 6.037
H -10.919 9.013 7.689
H -9.689 10.206 7.234
C 7.551 -2.790 -6.319
O 8.422 -2.139 -5.400
C 7.921 -0.873 -4.975
C 7.226 -0.970 -3.616
O 6.056 -1.783 -3.684
C 6.289 -3.109 -3.226
H 7.816 -3.848 -6.350
H 6.500 -2.705 -6.030
H 7.691 -2.362 -7.318
H 7.250 -0.450 -5.733
H 8.782 -0.206 -4.880
H 6.904 0.032 -3.317
H 7.915 -1.343 -2.849
H 6.279 -3.123 -2.131
H 7.238 -3.514 -3.585
H 5.481 -3.744 -3.593
C 10.905 -8.352 -6.654
O 11.642 -7.509 -7.532
C 10.870 -7.077 -8.651
C 10.305 -5.673 -8.438
O 9.370 -5.643 -7.360
C 9.951 -5.173 -6.149
H 11.421 -8.378 -5.692
H 9.885 -7.992 -6.491
H 10.873 -9.366 -7.065
H 10.071 -7.796 -8.868
H 11.544 -7.055 -9.512
H 9.764 -5.374 -9.340
H 11.109 -4.946 -8.274
H 10.010 -4.081 -6.174
H 10.947 -5.588 -5.976
H 9.304 -5.472 -5.322
C 14.708 -7.790 -6.144
O 15.958 -8.144 -5.562
C 16.515 -7.089 -4.781
C 16.231 -7.280 -3.291
O 14.835 -7.198 -3.009
C 14.227 -8.478 -2.894
H 14.197 -8.709 -6.442
H 14.063 -7.246 -5.448
H 14.881 -7.178 -7.035
H 16.149 -6.116 -5.132
H 17.597 -7.116 -4.937
H 16.718 -6.473 -2.737
H 16.645 -8.230 -2.932
H 14.438 -8.894 -1.904
H 14.574 -9.175 -3.662
H 13.148 -8.354 -3.001
C -0.697 3.656 6.976
O 0.048 4.492 6.098
C -0.719 4.923 4.975
C -1.277 6.331 5.181
O -2.216 6.370 6.256
C -1.637 6.841 7.467
H -0.183 3.630 7.940
H -1.716 4.021 7.136
H -0.733 2.640 6.569
H -1.521 4.207 4.758
H -0.042 4.938 4.116
H -1.814 6.630 4.276
H -0.470 7.054 5.345
H -1.571 7.934 7.438
H -0.643 6.422 7.644
H -2.288 6.549 8.292
*
```